The following is a DFT calculation (wB97M-V/def2-TZVPD) of a 2-piece molecular cluster, C2H10N2O overall at a distorted geometry.

```
15
Properties=species:S:1:pos:R:3:nbo_charge:R:1
C -0.8448 0.8445 -0.7852 -0.4136
N -0.7952 0.0575 0.4254 -0.6537
C 0.5087 -0.1159 1.0317 -0.0581
N 1.0511 1.2008 1.6619 -0.8124
H -1.8869 0.7234 -1.2218 0.2117
H -0.1542 0.4368 -1.6115 0.1567
H -0.6995 1.8453 -0.5714 0.1860
H -1.2922 -0.7560 0.2280 0.3752
H 0.5621 -0.8398 1.8670 0.2060
H 1.2488 -0.3301 0.2529 0.1253
H 0.2647 1.3757 2.2549 0.3425
H 0.8774 1.9858 0.9683 0.3371
O -0.0397 -2.2409 -1.5133 -0.9237
H 0.5299 -1.4993 -1.1107 0.4607
H 0.6697 -2.6879 -1.8763 0.4603
```

The energy above the lowest of the compared OMol25 structures with the same formula, charge and spin comes out at 28.1 kcal/mol. The calculation puts the gap between HOMO and LUMO at 9.91 eV. The LUMO energy comes out at 0.81 eV. The HOMO energy is -9.1 eV.

=====

The following is a DFT calculation (wB97M-V/def2-TZVPD) of C26H53Cu2O25V as an isolated structure at a distorted geometry.

```
107
Properties=species:S:1:pos:R:3:mulliken_charge:R:1
V -13.9327 4.1050 15.2577 1.0538
Cu -12.9394 2.5626 18.2876 0.4730
Cu -11.1959 2.0796 15.2054 0.4143
C -11.4930 6.0479 17.4650 0.5176
C -11.0425 4.6592 17.0758 -0.3722
O -12.0227 3.8743 16.3741 0.7588
H -11.8567 6.5779 16.5871 -0.0416
H -10.6201 6.4609 17.9766 0.0754
H -12.2516 6.0181 18.2510 -0.2806
H -10.6919 4.0714 17.9316 0.0153
H -10.1572 4.7373 16.4352 -0.1459
C -7.8997 2.9148 16.7236 -0.7109
O -7.2937 2.7750 15.4488 -0.3016
C -8.0205 2.6246 14.3590 0.7575
O -9.2436 2.4691 14.3324 -0.3773
O -7.2376 2.6846 13.3305 -0.3352
C -7.7597 2.9098 12.0023 -0.5952
H -8.0030 3.9591 17.0308 0.3561
H -7.1378 2.5080 17.3880 0.4690
H -8.8690 2.4667 16.9523 0.1164
H -7.0957 2.3896 11.3206 0.2694
H -7.8117 3.9559 11.7069 0.2499
H -8.7625 2.4880 11.9667 0.2942
C -10.7986 7.5893 23.7148 -0.7882
O -10.8700 7.3842 22.3027 0.0828
C -10.5621 8.2854 21.3910 0.3602
O -10.3019 7.9528 20.2548 -0.2233
O -10.5123 9.4898 21.9360 -0.4359
C -10.2874 10.7133 21.2414 -0.4341
H -11.4491 8.3604 24.1205 0.3165
H -9.7839 7.8131 24.0464 0.3428
H -11.0452 6.6141 24.1280 0.2430
H -10.2407 11.4197 22.0701 0.2865
H -11.1166 10.9629 20.5865 0.0804
H -9.3164 10.8015 20.7535 0.2867
C -8.6328 5.1580 20.7451 -0.1592
O -7.9021 4.0483 20.2937 -0.3355
C -8.3769 2.8113 20.5368 0.8199
O -9.3790 2.5758 21.1544 -0.6085
O -7.5665 1.9707 19.9133 -0.3617
C -7.9823 0.5988 19.8034 -0.7125
H -9.6387 5.2909 20.3264 -0.2921
H -8.1758 6.1186 20.5195 0.3644
H -8.8293 5.1487 21.8204 0.3559
H -8.0188 0.2897 18.7620 0.2533
H -8.9986 0.4517 20.1745 0.3360
H -7.3285 0.0112 20.4394 0.3071
C -10.5806 5.7162 13.2495 -0.7863
O -11.5819 6.6989 13.0034 -0.3606
C -12.7345 6.7736 13.6127 0.7676
O -13.3379 5.8415 14.1674 -0.4805
O -13.2656 7.9240 13.3740 -0.2112
C -14.5246 8.2102 14.0207 -0.5073
H -9.7637 6.0514 12.6152 0.3472
H -10.8504 4.7018 12.9490 0.3149
H -10.2083 5.6628 14.2727 0.2934
H -15.2254 7.4564 13.6697 0.3754
H -14.8139 9.2298 13.7885 0.3787
H -14.4064 8.1876 15.1038 -0.0915
C -15.8281 5.9800 19.8552 -0.9161
O -15.1260 5.5979 18.6417 -0.0118
C -15.6178 5.8652 17.4639 0.3176
O -14.9865 5.5507 16.4545 -0.0769
O -16.8238 6.4095 17.5079 -0.3300
C -17.2756 6.9409 16.2473 -0.5062
H -16.1604 7.0104 19.7354 0.4442
H -15.1298 6.0016 20.6868 0.2880
H -16.6643 5.2980 19.9789 0.3553
H -18.1192 7.6106 16.3684 0.3610
H -17.5692 6.0842 15.6330 0.3330
H -16.5438 7.4311 15.6093 -0.0006
C -12.0040 4.4515 21.5229 -0.2684
O -13.3208 4.2883 22.0172 -0.3089
C -14.0821 3.4326 21.3745 0.7450
O -13.8448 2.7803 20.3621 -0.3595
O -15.1564 3.2670 22.1124 -0.3382
C -15.9577 2.0839 21.8833 -0.6905
H -11.3208 4.8058 22.2869 0.1899
H -11.8767 5.0081 20.5906 -0.1105
H -11.4892 3.5274 21.2343 0.4210
H -16.9005 2.1783 22.4151 0.2505
H -15.4560 1.2223 22.3177 0.3258
H -16.1730 1.9874 20.8228 0.2855
C -13.4099 13.4770 18.3476 -0.8097
O -12.7683 12.2366 18.5628 -0.2492
C -13.4917 11.1494 18.6645 0.6770
O -14.6628 11.0260 18.3909 -0.6066
O -12.6984 10.1427 19.0349 -0.0705
C -13.1216 8.8088 18.8401 -0.5468
H -14.3849 13.3310 17.8815 0.3397
H -12.9589 14.2027 17.6678 0.2799
H -13.5161 14.0486 19.2691 0.3053
H -12.1636 8.3104 18.7222 -0.2424
H -13.6414 8.7489 17.8818 0.0720
H -13.6921 8.3854 19.6658 0.5147
C -9.2284 9.1690 17.5378 -0.0017
O -9.2000 9.2953 16.1126 -0.4138
C -10.2682 9.5372 15.3853 0.8315
O -11.4254 9.5585 15.7448 -0.5513
O -9.8350 9.6310 14.1376 -0.4084
C -10.6895 9.7148 13.0149 -0.5170
H -10.2038 8.8995 17.9333 -0.1533
H -8.9803 10.1607 17.9145 0.4075
H -8.4675 8.4363 17.7870 0.2353
H -10.5753 8.9095 12.2951 0.1838
H -10.5187 10.6164 12.4260 0.3491
H -11.7019 9.7994 13.4053 0.1910
```

As for the expectation value of S²: 3.754. As for the total charge: +3. The spin multiplicity is 4. The calculation puts the gap between HOMO and LUMO (alpha / beta) at 5.47 / 5.49 eV. The LUMO energy (alpha / beta) comes out at -10.69 / -10.66 eV. The HOMO energy (alpha / beta) is -16.2 / -16.2 eV.

=====

The following is a DFT calculation (wB97M-V/def2-TZVPD) of a 14-piece molecular cluster, C56H88N8O12S6 overall at a distorted geometry.

```
170
Properties=species:S:1:pos:R:3:mulliken_charge:R:1
C -4.3590 -25.7297 -10.2325 0.8106
C -4.0006 -27.0274 -9.5138 -0.3037
C -4.2728 -28.1154 -10.5670 0.0104
S -3.6243 -27.3941 -12.1454 1.0598
O -4.6506 -27.4635 -13.1628 -0.5879
O -2.3024 -27.9133 -12.3772 -0.7583
C -3.4670 -25.7390 -11.4451 -1.1315
H -4.1959 -24.8508 -9.6114 -0.5046
H -5.4414 -25.7283 -10.4061 0.0506
H -4.6370 -27.2450 -8.6561 -0.5173
H -2.9589 -27.0544 -9.1874 0.5331
H -5.3582 -28.2062 -10.6291 -0.4671
H -3.8192 -29.0868 -10.3972 0.8636
H -3.6980 -24.9419 -12.1564 0.5246
H -2.4282 -25.5946 -11.1512 0.4930
C -14.0373 -26.0567 -5.8816 0.5639
C -14.5716 -24.6315 -6.0963 -0.7381
C -13.5059 -23.7829 -6.8334 -1.0948
S -12.0165 -24.7801 -6.9154 1.3510
O -10.9008 -23.9938 -6.4481 -0.4707
O -11.9702 -25.3628 -8.2400 -0.9926
C -12.5373 -25.9574 -5.6446 -0.7859
H -14.1628 -26.6731 -6.7800 -0.7507
H -14.5251 -26.6575 -5.1162 0.5727
H -14.6196 -24.1864 -5.1016 0.2936
H -15.5412 -24.6250 -6.5790 0.3460
H -13.2580 -22.9250 -6.2106 0.4736
H -13.8212 -23.3500 -7.7794 0.4251
H -12.3830 -25.4378 -4.6936 0.1626
H -11.8424 -26.7911 -5.7290 0.2699
C -4.2892 -28.6692 -2.3395 -0.9993
C -4.5697 -27.1636 -2.3218 -0.1734
C -6.0382 -26.9482 -2.6904 -0.6773
S -6.4802 -28.3756 -3.6601 1.6433
O -6.9639 -27.8900 -4.9443 -0.5104
O -7.3472 -29.1952 -2.8522 -0.8991
C -4.8429 -29.1730 -3.6835 -0.2659
H -4.8474 -29.1339 -1.5226 0.3892
H -3.2308 -28.8823 -2.2080 0.4226
H -3.9839 -26.7019 -3.1183 -0.0946
H -4.3362 -26.7210 -1.3560 0.4083
H -6.1137 -26.0132 -3.2460 0.0774
H -6.7503 -26.8284 -1.8743 0.6310
H -4.2859 -28.7601 -4.5244 -0.1576
H -5.0065 -30.2345 -3.8174 0.4131
C -13.6645 -27.0281 -13.8598 -0.8084
C -13.9611 -25.5071 -13.6680 -0.6378
C -12.8047 -24.8461 -12.8921 -0.6332
S -11.5709 -26.1190 -12.6341 0.5939
O -11.0732 -25.9729 -11.2813 -0.3880
O -10.6250 -26.1855 -13.7299 -0.9975
C -12.7179 -27.4713 -12.7520 0.1193
H -13.2503 -27.1526 -14.8600 0.3609
H -14.5949 -27.5928 -13.8249 0.4292
H -14.8564 -25.3614 -13.0648 0.3052
H -14.1067 -25.0906 -14.6605 0.2731
H -13.1066 -24.5726 -11.8861 0.2889
H -12.3415 -24.0329 -13.4445 0.3634
H -13.2590 -27.5819 -11.8090 -0.1210
H -12.2094 -28.4105 -12.9568 0.1588
C -7.0579 -23.9965 -15.0027 -0.9746
C -7.1261 -25.1791 -14.0377 -0.2630
C -7.3826 -24.5878 -12.6526 0.9352
S -8.3668 -23.0946 -12.9231 1.4016
O -7.5933 -21.9743 -12.4346 -0.7986
O -9.7183 -23.2770 -12.4254 -0.8323
C -8.3000 -23.1348 -14.7352 -0.8324
H -7.1472 -24.2645 -16.0569 0.4496
H -6.1979 -23.3353 -14.8994 0.3064
H -6.2119 -25.7689 -14.0385 0.1692
H -7.9425 -25.8317 -14.3485 0.0821
H -6.4514 -24.3192 -12.1562 -0.2218
H -7.9316 -25.2237 -11.9548 -0.4074
H -8.2413 -22.1179 -15.1060 0.4868
H -9.2557 -23.6162 -14.9538 0.3637
C -6.9964 -22.4772 -9.2551 0.5657
C -5.4671 -22.7335 -9.2282 -1.3311
C -5.0893 -23.4392 -7.9318 -0.2072
S -6.0563 -22.5105 -6.7093 1.0060
O -5.3133 -21.3043 -6.4407 -0.8199
O -6.5426 -23.3380 -5.6233 -0.4959
C -7.4344 -22.2258 -7.8143 0.3726
H -7.4337 -23.4168 -9.5964 -0.7513
H -7.2953 -21.6574 -9.8989 0.6576
H -4.9517 -21.7710 -9.2468 0.3512
H -5.2529 -23.2956 -10.1362 0.3623
H -4.0366 -23.4190 -7.6576 0.9672
H -5.3998 -24.4873 -7.8838 -0.1459
H -7.9146 -21.3010 -7.4962 0.6266
H -8.1875 -22.9767 -7.5694 -0.8609
N -10.3821 -21.6399 -10.2201 0.3985
C -10.7463 -22.1998 -9.0292 -0.3126
C -10.6250 -21.2699 -8.0334 -0.2463
C -10.2372 -20.0474 -8.6701 -1.0117
C -10.0630 -20.3337 -10.0003 -0.5543
H -10.3042 -22.1533 -11.1057 0.1671
H -11.0846 -23.2219 -8.9851 0.2980
H -10.9692 -21.3273 -7.0152 0.5937
H -10.0645 -19.1316 -8.1312 0.4459
H -9.6994 -19.6800 -10.7775 0.4071
N -3.3800 -24.6148 -4.9070 0.3033
C -4.0840 -25.6391 -5.5011 -1.8165
C -3.1903 -26.4929 -6.0720 0.7765
C -1.8724 -25.9787 -5.8323 -1.4034
C -2.0470 -24.8131 -5.1471 -0.6781
H -3.7900 -23.7956 -4.5026 0.3209
H -5.1625 -25.6030 -5.5313 0.7458
H -3.4049 -27.4304 -6.5553 0.6072
H -0.9142 -26.3898 -6.0914 0.5039
H -1.3664 -24.0946 -4.7125 0.4903
N -9.5159 -26.4855 -3.9821 1.5355
C -9.9692 -26.9619 -2.7740 -0.8027
C -10.3542 -25.8946 -2.0143 -0.8788
C -10.1893 -24.7265 -2.8062 -0.6777
C -9.5623 -25.1173 -3.9598 -0.9644
H -9.2111 -27.0697 -4.7390 -0.2117
H -9.9226 -28.0151 -2.5503 0.5202
H -10.7687 -25.8931 -1.0188 0.4721
H -10.3737 -23.7305 -2.4403 0.4880
H -9.2818 -24.5273 -4.8176 0.5486
N -3.3287 -31.9150 -6.2621 0.0277
C -2.5191 -31.0708 -6.9652 -1.2172
C -3.2992 -30.0445 -7.4274 -0.2571
C -4.6413 -30.2787 -6.9801 0.8271
C -4.6016 -31.4192 -6.2219 -1.5589
H -3.0006 -32.7576 -5.8332 0.1958
H -1.4595 -31.1945 -7.1022 0.4133
H -2.9992 -29.1720 -7.9809 0.6877
H -5.4787 -29.6282 -7.1557 0.2937
H -5.3623 -31.9941 -5.7184 0.6575
N -12.9169 -28.0078 -8.7514 1.2537
C -14.2670 -28.2610 -8.6916 -0.3519
C -14.4976 -29.5233 -9.1775 -0.9990
C -13.2329 -30.0607 -9.5167 -0.6245
C -12.2946 -29.1081 -9.2637 -1.1762
H -12.4781 -27.0866 -8.7326 0.0234
H -14.9635 -27.4684 -8.4794 0.4789
H -15.4950 -29.9028 -9.3245 0.4291
H -13.0872 -31.0625 -9.8908 0.4872
H -11.2498 -29.0768 -9.5089 0.7708
N -9.0465 -29.6931 -5.7398 0.7621
C -10.0537 -29.4309 -6.6124 -0.0681
C -10.9409 -30.4887 -6.5232 -0.4669
C -10.4673 -31.3625 -5.5194 -1.1807
C -9.3324 -30.7907 -4.9909 -0.6150
H -8.2208 -29.0970 -5.5683 -0.2535
H -10.1044 -28.5733 -7.2589 0.2656
H -11.8312 -30.5534 -7.1250 0.5095
H -10.9754 -32.2620 -5.2132 0.4176
H -8.6883 -31.0867 -4.1839 0.5461
N -9.0670 -28.6427 -13.0174 0.1988
C -9.5503 -29.7901 -12.4671 -0.4611
C -8.4990 -30.4284 -11.8363 -0.9411
C -7.3322 -29.6975 -12.1440 -0.4307
C -7.7129 -28.5665 -12.8339 -0.5231
H -9.5666 -27.9564 -13.5612 0.2318
H -10.5599 -30.1296 -12.5895 0.4512
H -8.5575 -31.3659 -11.3072 0.4731
H -6.3155 -29.8801 -11.8375 0.7113
H -7.1092 -27.7632 -13.2175 0.3362
N -8.9621 -26.5193 -9.3432 2.6039
C -8.6833 -25.5539 -8.4074 -0.5053
C -7.8156 -26.1065 -7.4977 -1.0155
C -7.4878 -27.4034 -7.9549 0.2710
C -8.2246 -27.6482 -9.0907 -0.8230
H -9.5608 -26.4193 -10.1530 -0.2998
H -9.1552 -24.5870 -8.4087 -0.4979
H -7.4621 -25.6212 -6.5999 0.4989
H -6.7889 -28.1071 -7.5396 -0.0368
H -8.2121 -28.5045 -9.7436 0.0393
```

The energy above the lowest of the compared OMol25 structures with the same formula, charge and spin comes out at 0.0 kcal/mol. The calculation puts the gap between HOMO and LUMO at 7.52 eV. The LUMO energy comes out at 0.08 eV. The HOMO energy is -7.4 eV.

=====

Number 1: total energy -7262.7051 eV. Number 2: total energy -193947.7172 eV. Number 3: total energy -160999.3975 eV.